1.
Below is one molecule with the formula C24H32N4S2, with properties calculated with ωB97M-V/def2-TZVPD.

Structure (XYZ):
```
62
Properties=species:S:1:pos:R:3:forces:R:3
C 5.721132 -0.086340 3.063493 -0.02 -0.03 -0.06
C 5.835389 -0.989672 1.873030 -0.15 -0.02 -0.02
C 6.851951 -0.824311 0.945700 -0.02 -0.09 -0.02
C 6.962433 -1.652513 -0.158597 0.05 -0.02 -0.07
C 6.055962 -2.682128 -0.336607 0.04 0.05 -0.07
C 5.037943 -2.873591 0.579748 0.00 -0.02 0.11
C 4.908309 -2.023733 1.675993 0.30 0.08 -0.47
N 3.890084 -2.201521 2.619568 0.24 0.09 0.17
C 2.583759 -2.533610 2.434487 -0.14 -0.04 0.00
S 1.652238 -2.798426 3.776935 -0.32 -0.10 0.63
N 2.119605 -2.617549 1.173568 0.55 0.24 -0.06
C 0.725956 -2.782594 0.850672 -0.61 -0.03 -0.13
C 0.060508 -1.490812 0.353211 0.54 -0.10 0.13
C 0.617104 -1.041876 -0.999642 -0.46 -0.08 -0.02
C -0.124209 0.198655 -1.491146 0.47 0.10 0.11
C 0.008868 1.337664 -0.477805 -0.51 0.13 -0.13
C -0.686701 2.619324 -0.961150 0.63 -0.04 0.14
N -2.114030 2.476315 -1.074600 -0.53 -0.26 -0.14
C -2.998782 3.056099 -0.245021 0.14 0.20 -0.15
S -2.581581 4.167980 0.907467 0.08 0.45 0.55
N -4.317749 2.763364 -0.411879 -0.32 0.05 0.02
C -4.908352 1.741982 -1.165079 -0.11 -0.41 -0.35
C -4.349629 0.466928 -1.215062 -0.02 0.05 0.10
C -4.949856 -0.533591 -1.956493 -0.02 -0.03 -0.08
C -6.123719 -0.275107 -2.641221 -0.03 -0.08 -0.04
C -6.697260 0.983055 -2.568946 0.05 -0.07 0.05
C -6.108666 2.004512 -1.839982 0.15 0.05 0.01
C -6.733984 3.364302 -1.768390 0.05 -0.04 -0.01
C -0.525535 0.892591 0.883895 0.43 0.05 0.00
C 0.201841 -0.356699 1.368678 -0.43 -0.05 -0.06
H 6.418607 0.742687 2.980296 0.04 0.04 0.04
H 5.949411 -0.629040 3.982072 -0.01 0.04 0.13
H 4.712078 0.315097 3.151769 -0.04 0.04 0.07
H 7.567423 -0.027595 1.089157 0.05 0.09 0.03
H 7.759057 -1.499834 -0.870410 0.07 0.01 -0.07
H 6.145223 -3.347626 -1.181975 0.01 -0.06 -0.07
H 4.362365 -3.708629 0.468226 -0.05 -0.06 0.00
H 4.128031 -2.028571 3.586726 -0.20 -0.10 -0.12
H 2.720145 -2.283234 0.433400 0.03 -0.07 0.07
H 0.635851 -3.559945 0.083825 -0.02 0.02 0.05
H 0.229323 -3.124946 1.761566 0.07 -0.03 -0.20
H -1.004502 -1.716501 0.228160 -0.04 -0.02 -0.02
H 0.515920 -1.847382 -1.731344 0.08 -0.05 -0.02
H 1.679737 -0.802904 -0.905646 0.11 0.00 -0.01
H -1.177379 -0.054533 -1.633007 -0.13 -0.01 -0.04
H 0.278794 0.512428 -2.457381 -0.07 0.03 -0.07
H 1.072672 1.578304 -0.371187 0.03 0.01 -0.01
H -0.281439 2.912607 -1.935592 -0.03 0.03 0.05
H -0.506234 3.425845 -0.246095 0.01 -0.07 -0.21
H -2.468929 1.874579 -1.802618 -0.03 0.05 0.05
H -4.939466 3.379098 0.093813 0.25 -0.05 0.02
H -3.462643 0.250565 -0.638103 0.08 0.00 0.05
H -4.505776 -1.517316 -1.986307 0.04 -0.08 0.01
H -6.597484 -1.052328 -3.220823 -0.05 -0.07 -0.05
H -7.620534 1.179453 -3.094445 -0.09 0.05 -0.05
H -7.563132 3.439405 -2.466616 -0.06 0.03 -0.01
H -7.117389 3.559069 -0.765662 -0.06 0.11 0.05
H -6.005218 4.138369 -2.006519 0.00 0.09 0.01
H -1.594203 0.680054 0.808659 -0.10 0.04 0.01
H -0.403921 1.699852 1.607509 -0.10 0.04 0.02
H -0.199337 -0.672333 2.332694 0.10 -0.01 0.05
H 1.259924 -0.123392 1.511036 0.07 -0.03 0.06
```
Forces are in eV/Å.

- SMILES = Cc1ccccc1NC(=S)NC[C@H]1CC[C@H](CNC(=S)Nc2ccccc2C)CC1
- net charge = 0



2.
Below is one molecule with the formula C24H32N6 in a non-equilibrium geometry, with properties calculated with ωB97M-V/def2-TZVPD.

Structure (XYZ):
```
62
Properties=species:S:1:pos:R:3:forces:R:3
C 6.563834 1.796227 -0.384152 -0.25 -0.04 -0.01
C 5.101508 2.021948 -0.021603 0.18 -0.04 0.04
C 4.250814 0.742903 0.131093 0.74 -0.12 -0.02
C 4.801950 -0.175760 1.226116 -0.03 0.08 -0.12
C 4.168309 -0.007801 -1.193425 -0.13 0.12 0.18
N 2.934119 1.196383 0.586017 -1.39 0.10 -0.02
N 2.899832 2.162867 1.516188 1.06 0.13 0.14
N 1.696404 2.374089 1.829727 -0.23 0.59 0.64
N 0.884834 1.577349 1.152961 -0.58 -0.57 -0.49
C 1.637409 0.829673 0.375471 0.56 0.37 0.05
C 1.091913 -0.225403 -0.544055 -0.09 -0.30 -0.27
C 1.432924 -1.604559 -0.024383 0.10 -0.18 0.14
C 1.598831 -1.874864 1.329706 0.01 -0.10 -0.21
C 1.901136 -3.167739 1.727162 -0.03 0.03 -0.07
C 2.024275 -4.144467 0.751151 0.03 0.00 0.36
N 1.855302 -3.901991 -0.537588 0.05 -0.40 -0.40
C 1.563348 -2.670736 -0.910275 -0.08 0.37 0.10
N -0.335339 -0.134783 -0.801064 0.22 0.12 0.04
C -0.716022 1.091554 -1.478970 -0.16 0.13 -0.34
C -2.127574 0.947939 -2.039063 0.11 0.20 0.27
C -3.116864 0.660242 -0.912161 -0.05 -0.31 -0.36
C -4.541498 0.481859 -1.458738 0.21 0.17 0.23
C -5.542053 0.332677 -0.349517 -0.09 -0.04 -0.14
C -6.052319 -0.911875 -0.004532 0.00 0.03 -0.03
C -6.952838 -1.043053 1.038235 -0.05 -0.08 0.07
C -7.354704 0.071530 1.753340 -0.07 -0.03 0.08
C -6.852357 1.317617 1.418120 -0.02 0.08 0.07
C -5.953670 1.445134 0.374935 0.01 -0.03 -0.01
C -2.637622 -0.582480 -0.166552 0.14 0.27 0.22
C -1.210403 -0.383524 0.333885 -0.38 -0.24 0.20
H 7.069519 1.199587 0.369481 0.13 -0.07 0.05
H 6.672654 1.309066 -1.349577 0.11 -0.06 -0.09
H 7.065060 2.759351 -0.439974 0.09 0.04 -0.01
H 4.636311 2.646255 -0.788973 -0.09 0.04 0.05
H 5.052540 2.569333 0.920273 -0.01 -0.01 -0.16
H 5.766965 -0.576044 0.931971 0.13 -0.06 -0.02
H 4.123487 -1.011508 1.391506 0.00 -0.04 -0.01
H 4.912160 0.376205 2.156748 0.03 0.04 0.08
H 5.175538 -0.242753 -1.524567 0.06 -0.02 0.00
H 3.632985 -0.947110 -1.085732 0.00 -0.06 -0.04
H 3.693355 0.601491 -1.959599 -0.04 0.05 -0.11
H 1.566134 -0.101192 -1.526339 0.00 -0.04 0.18
H 1.484741 -1.089966 2.064952 0.01 0.09 0.05
H 2.035829 -3.407446 2.770440 0.01 -0.05 0.08
H 2.266014 -5.167294 1.007057 0.02 -0.07 0.11
H 1.426773 -2.519976 -1.973419 -0.03 0.14 -0.13
H -0.013175 1.268189 -2.299463 0.03 0.03 0.05
H -0.677681 1.956301 -0.797113 0.02 -0.05 -0.10
H -2.400646 1.864601 -2.565474 -0.04 0.02 -0.05
H -2.143114 0.122320 -2.753150 -0.03 -0.03 -0.09
H -3.113274 1.506204 -0.215888 0.00 0.03 0.02
H -4.795447 1.356918 -2.062373 -0.02 -0.03 -0.08
H -4.567988 -0.396930 -2.106241 0.00 0.00 -0.07
H -5.743305 -1.786467 -0.559557 0.04 -0.08 -0.07
H -7.342132 -2.018342 1.292995 -0.03 -0.07 0.02
H -8.057856 -0.029481 2.567018 -0.05 -0.01 0.06
H -7.163652 2.192324 1.970729 -0.03 0.07 0.04
H -5.567759 2.420751 0.114687 0.05 0.12 -0.04
H -3.291063 -0.791550 0.681881 -0.01 -0.05 0.01
H -2.659766 -1.440859 -0.841092 -0.06 -0.10 -0.05
H -0.876327 -1.292160 0.839178 -0.05 0.09 0.03
H -1.180348 0.449197 1.051615 -0.03 -0.17 -0.06
```
Forces are in eV/Å.

- SMILES = CCC(C)(C)n1nnnc1[C@@H](c1cccnc1)N1CCC(Cc2ccccc2)CC1
- net charge = 0



Number 1: E_tot -1949.20344 a.u., Kohn-Sham gap 8.7 eV. Number 2: E_tot -1262.25172 a.u., Kohn-Sham gap 9.4 eV.